(1)
Formula: C48H56N3O4P2S2SeSiTi
Source: the Open Molecules 2025 dataset
Level of theory: ωB97M-V with the def2-TZVPD basis set

Last column: Löwdin charge in e.
Element x y z (Å)
Ti (-0.33, 0.06, -0.46)  0.3268
N (-3.48, 0.06, 0.74)  -0.3575
P (-2.54, 1.43, 0.38)  0.9598
C (-2.11, 2.10, 2.02)  -0.3435
C (-0.93, 2.83, 2.13)  -0.1043
C (-0.59, 3.41, 3.35)  -0.0905
C (-1.41, 3.23, 4.46)  -0.0816
C (-2.58, 2.49, 4.35)  -0.0701
C (-2.93, 1.94, 3.13)  -0.0877
C (-3.66, 2.67, -0.29)  -0.3263
C (-3.13, 3.88, -0.72)  -0.0948
C (-3.97, 4.89, -1.16)  -0.0714
C (-5.34, 4.69, -1.19)  -0.0785
C (-5.88, 3.49, -0.77)  -0.0768
C (-5.04, 2.48, -0.31)  -0.0806
P (-2.57, -1.33, 0.27)  0.9320
C (-3.58, -2.21, -0.95)  -0.3522
C (-4.96, -2.34, -0.78)  -0.0853
C (-5.71, -3.04, -1.70)  -0.0772
C (-5.09, -3.65, -2.78)  -0.0734
C (-3.71, -3.55, -2.94)  -0.0776
C (-2.96, -2.82, -2.03)  -0.1098
C (-2.72, -2.41, 1.72)  -0.3609
C (-3.20, -1.96, 2.94)  -0.0899
C (-3.26, -2.81, 4.03)  -0.0928
C (-2.83, -4.13, 3.91)  -0.0849
C (-2.34, -4.58, 2.69)  -0.0834
C (-2.28, -3.73, 1.60)  -0.1127
H (-4.49, 0.05, 0.67)  0.0409
H (-0.26, 2.94, 1.28)  0.0857
H (0.33, 3.97, 3.44)  0.1111
H (-1.13, 3.65, 5.41)  0.1080
H (-3.21, 2.34, 5.21)  0.1058
H (-3.84, 1.35, 3.04)  0.0923
H (-2.06, 4.04, -0.70)  0.0926
H (-3.55, 5.83, -1.50)  0.1093
H (-5.99, 5.48, -1.55)  0.1045
H (-6.95, 3.33, -0.78)  0.1050
H (-5.48, 1.56, 0.04)  0.0885
H (-5.45, -1.91, 0.09)  0.1035
H (-6.78, -3.13, -1.57)  0.1046
H (-5.68, -4.21, -3.50)  0.1054
H (-3.23, -4.03, -3.78)  0.0941
H (-1.89, -2.70, -2.18)  0.0913
H (-3.50, -0.93, 3.05)  0.0799
H (-3.63, -2.45, 4.98)  0.1082
H (-2.88, -4.79, 4.76)  0.1054
H (-1.99, -5.60, 2.59)  0.1088
H (-1.87, -4.09, 0.67)  0.1053
S (1.78, 1.51, -0.60)  0.6080
C (0.45, 1.58, -1.61)  -1.1633
N (-1.12, -0.18, -2.49)  -0.0457
C (-1.88, 0.85, -3.09)  -0.3062
C (-3.16, 0.47, -3.49)  -0.0309
C (-4.03, 1.37, -4.10)  -0.0789
C (-3.61, 2.67, -4.35)  -0.0940
C (-2.36, 3.07, -3.93)  -0.1385
C (-1.50, 2.19, -3.26)  -0.4625
S (-0.02, 2.88, -2.60)  0.9805
H (-3.47, -0.56, -3.34)  0.0940
H (-5.01, 1.04, -4.40)  0.1023
H (-4.26, 3.37, -4.86)  0.1014
H (-2.04, 4.09, -4.08)  0.1076
Se (0.91, -1.90, 0.75)  0.6229
C (0.59, -1.22, 2.52)  -0.6368
C (1.00, 0.06, 2.91)  -0.1250
C (0.73, 0.48, 4.20)  -0.1667
N (0.11, -0.25, 5.12)  0.0616
C (-0.27, -1.47, 4.74)  -0.1578
C (-0.06, -1.99, 3.47)  -0.1293
H (1.51, 0.71, 2.22)  0.0654
H (1.04, 1.48, 4.51)  0.0967
H (-0.78, -2.07, 5.48)  0.1004
H (-0.41, -2.98, 3.24)  0.0783
C (-0.35, -4.09, -4.76)  -0.0164
C (-0.14, -2.70, -5.35)  -0.6149
C (-1.47, -2.04, -5.69)  -0.0094
C (0.78, -2.77, -6.56)  -0.0107
O (0.48, -1.94, -4.31)  -0.0679
Si (1.08, -0.46, -4.13)  0.1569
O (0.33, 0.10, -2.68)  -0.3563
O (0.63, 0.61, -5.25)  -0.0716
C (1.30, 1.54, -6.13)  -0.6069
C (0.21, 2.49, -6.61)  -0.0174
C (1.89, 0.76, -7.30)  -0.0283
C (2.39, 2.30, -5.39)  -0.0240
O (2.66, -0.41, -3.93)  -0.0772
C (3.66, -1.23, -3.29)  -0.6106
C (4.24, -2.14, -4.37)  -0.0163
C (4.71, -0.27, -2.75)  -0.0185
C (3.05, -2.04, -2.17)  -0.0469
H (-0.87, -4.73, -5.48)  0.0927
H (-0.93, -4.04, -3.85)  0.0645
H (0.61, -4.55, -4.53)  0.0900
H (-2.00, -2.62, -6.45)  0.0944
H (-1.32, -1.03, -6.07)  0.0865
H (-2.08, -1.97, -4.80)  0.0634
H (0.32, -3.36, -7.35)  0.0950
H (1.73, -3.23, -6.29)  0.0816
H (0.98, -1.78, -6.96)  0.0608
H (-0.61, 1.93, -7.05)  0.0927
H (0.61, 3.18, -7.35)  0.0913
H (-0.18, 3.06, -5.77)  0.0665
H (1.11, 0.23, -7.85)  0.0826
H (2.63, 0.04, -6.95)  0.0859
H (2.39, 1.44, -7.99)  0.0917
H (1.97, 2.82, -4.53)  0.0521
H (2.82, 3.05, -6.07)  0.0943
H (3.18, 1.64, -5.05)  0.0749
H (4.71, -1.55, -5.16)  0.0891
H (3.46, -2.75, -4.81)  0.0714
H (5.00, -2.80, -3.94)  0.0914
H (5.08, 0.37, -3.56)  0.0859
H (5.55, -0.82, -2.33)  0.0916
H (4.27, 0.37, -1.98)  0.0622
H (2.32, -2.76, -2.54)  0.0881
H (2.57, -1.38, -1.45)  0.0076
H (3.82, -2.59, -1.63)  0.0999

HOMO (spin up / spin down)	-6.7 / -6.9	eV
2S+1	2
LUMO energy (spin up / spin down)	0.2 / 0.3	eV
energy above the lowest of the compared OMol25 structures with the same formula, charge and spin	5.538	eV
expectation value of S²	0.76

(2)
Formula: C48H57N3O4OsP2SSi3
Source: the Open Molecules 2025 dataset
Level of theory: ωB97M-V with the def2-TZVPD basis set

Last column: Löwdin charge in e.
Element x y z (Å)
Os (-1.03, 0.15, -0.42)  1.3538
C (-0.41, 1.07, 2.64)  -0.1110
O (-0.58, -0.02, 1.71)  -0.4930
Si (-1.41, -1.45, 2.12)  0.3662
C (-2.83, -0.92, 3.21)  -0.1306
C (-0.36, -2.56, 3.18)  -0.1257
C (-1.70, -1.76, 0.27)  -0.4795
Si (-0.54, -3.20, -0.38)  0.4534
C (-1.02, -4.88, 0.29)  -0.1519
C (-0.49, -3.49, -2.24)  -0.1683
C (1.24, -2.94, 0.20)  -0.1914
Si (-3.59, -2.29, 0.18)  0.4630
C (-4.10, -2.94, -1.49)  -0.1558
C (-4.83, -1.01, 0.80)  -0.1662
C (-3.78, -3.70, 1.43)  -0.1664
H (-0.15, 0.66, 3.61)  0.0967
H (-1.33, 1.65, 2.71)  0.0903
H (0.40, 1.70, 2.29)  0.0541
H (-2.44, -0.82, 4.22)  0.0604
H (-3.64, -1.65, 3.25)  0.0386
H (-3.26, 0.04, 2.91)  0.0423
H (-0.09, -1.99, 4.07)  0.0535
H (0.57, -2.91, 2.73)  0.0216
H (-0.93, -3.43, 3.52)  0.0531
H (-1.90, -5.30, -0.19)  0.0420
H (-1.15, -4.93, 1.37)  0.0386
H (-0.17, -5.51, 0.03)  0.0576
H (-1.45, -3.81, -2.65)  0.0310
H (0.19, -4.34, -2.36)  0.0622
H (-0.10, -2.69, -2.87)  0.0049
H (1.55, -3.80, 0.78)  0.0617
H (1.36, -2.06, 0.84)  -0.0254
H (1.92, -2.87, -0.65)  0.0309
H (-4.27, -2.17, -2.24)  0.0172
H (-5.07, -3.43, -1.34)  0.0639
H (-3.44, -3.70, -1.90)  0.0260
H (-4.43, -0.03, 1.06)  0.0142
H (-5.31, -1.41, 1.69)  0.0429
H (-5.60, -0.87, 0.05)  0.0295
H (-3.69, -4.68, 0.96)  0.0350
H (-4.79, -3.63, 1.83)  0.0532
H (-3.10, -3.68, 2.28)  0.0195
C (2.74, -0.09, 0.35)  -0.4732
P (1.39, 0.78, -0.51)  1.0010
C (1.94, 0.56, -2.23)  -0.3741
C (1.94, -0.74, -2.74)  -0.1053
C (2.36, -1.00, -4.03)  -0.0446
C (2.79, 0.05, -4.84)  -0.0467
C (2.80, 1.35, -4.34)  -0.0513
C (2.37, 1.61, -3.04)  -0.0823
C (1.66, 2.54, -0.15)  -0.3558
C (0.62, 3.44, 0.10)  -0.0963
C (0.90, 4.78, 0.35)  -0.0510
C (2.21, 5.23, 0.36)  -0.0407
C (3.25, 4.34, 0.11)  -0.0441
C (2.98, 3.01, -0.14)  -0.0984
P (2.79, -0.21, 2.20)  1.0581
C (3.70, 1.31, 2.63)  -0.4047
C (5.00, 1.54, 2.18)  -0.1001
C (5.67, 2.70, 2.53)  -0.0647
C (5.05, 3.65, 3.34)  -0.0675
C (3.76, 3.42, 3.81)  -0.0680
C (3.10, 2.25, 3.46)  -0.1029
C (4.10, -1.46, 2.43)  -0.3883
C (4.53, -2.37, 1.47)  -0.0995
C (5.48, -3.33, 1.78)  -0.0695
C (6.01, -3.40, 3.07)  -0.0655
C (5.58, -2.50, 4.03)  -0.0630
C (4.63, -1.55, 3.72)  -0.1007
H (3.65, 0.37, -0.06)  0.0665
H (2.74, -1.11, -0.05)  -0.0089
H (1.63, -1.56, -2.11)  0.0636
H (2.35, -2.01, -4.41)  0.1203
H (3.12, -0.14, -5.85)  0.1192
H (3.14, 2.16, -4.96)  0.1194
H (2.36, 2.62, -2.68)  0.1088
H (-0.40, 3.12, 0.13)  0.0694
H (0.09, 5.47, 0.55)  0.1137
H (2.43, 6.27, 0.55)  0.1198
H (4.28, 4.68, 0.11)  0.1208
H (3.80, 2.34, -0.34)  0.1047
H (5.50, 0.79, 1.57)  0.1153
H (6.68, 2.87, 2.18)  0.1134
H (5.58, 4.55, 3.62)  0.1131
H (3.29, 4.14, 4.46)  0.1109
H (2.10, 2.07, 3.86)  0.0879
H (4.15, -2.34, 0.46)  0.0843
H (5.82, -4.02, 1.02)  0.1100
H (6.75, -4.15, 3.31)  0.1125
H (5.99, -2.55, 5.04)  0.1134
H (4.31, -0.85, 4.49)  0.1088
N (-2.77, -2.94, -5.61)  0.2159
C (-2.36, -1.98, -5.13)  -0.1478
C (-1.81, -0.80, -4.52)  -0.1710
C (-1.38, 0.30, -5.26)  0.0502
C (-0.88, 1.39, -4.58)  0.0034
C (-0.78, 1.35, -3.20)  -0.1060
N (-1.18, 0.28, -2.50)  -0.1054
C (-1.72, -0.76, -3.14)  -0.1049
H (-1.46, 0.29, -6.34)  0.1454
H (-0.55, 2.28, -5.11)  0.1342
H (-0.39, 2.19, -2.64)  0.1230
H (-2.10, -1.57, -2.53)  0.0798
O (-3.92, 1.30, -3.40)  -0.2445
S (-4.54, 1.02, -2.14)  0.6991
O (-5.57, 0.03, -2.07)  -0.2423
N (-3.29, 0.71, -1.04)  -0.0763
C (-3.08, 1.76, -0.30)  -0.4476
O (-1.94, 1.72, 0.36)  -0.1727
C (-4.06, 2.84, -0.35)  -0.1311
C (-4.16, 4.00, 0.39)  0.0203
C (-5.23, 4.85, 0.13)  -0.0280
C (-6.16, 4.53, -0.86)  -0.0185
C (-6.06, 3.37, -1.61)  0.0033
C (-5.00, 2.53, -1.33)  -0.1912
H (-3.44, 4.24, 1.16)  0.1278
H (-5.35, 5.76, 0.69)  0.1220
H (-6.99, 5.21, -1.04)  0.1255
H (-6.78, 3.13, -2.38)  0.1371

charge	+2
HOMO	-12.7	eV
LUMO energy	-7.2	eV
energy above the lowest of the compared OMol25 structures with the same formula, charge and spin	0.250	eV

(3)
Formula: C48H58Cl2F13N3O29P3
Source: the Open Molecules 2025 dataset
Level of theory: ωB97M-V with the def2-TZVPD basis set

Last column: Löwdin charge in e.
Element x y z (Å)
C (0.56, -1.42, 3.35)  -0.1454
C (-0.05, -1.37, 1.83)  -0.3546
P (-0.07, 0.43, 1.12)  1.0186
C (0.20, 1.56, 2.63)  -0.2705
C (-1.76, 0.81, 0.21)  -0.4620
P (-1.36, 2.64, -0.23)  0.7863
O (-2.21, 3.33, -1.27)  -0.4151
N (-1.66, -0.16, -0.96)  -0.0425
C (-0.42, 0.03, -1.78)  -0.1534
C (0.70, -1.14, -1.66)  -0.6587
O (0.51, -2.31, -1.34)  -0.0181
Cl (2.46, -0.69, -2.00)  0.6497
C (-2.94, -0.55, -1.68)  -0.2140
C (-3.31, 0.65, -2.68)  -0.0604
C (-3.51, 0.23, -4.25)  -0.1958
O (-2.59, 0.32, -5.08)  0.0221
C (-2.82, -1.80, -2.73)  -0.2030
C (-4.10, -2.64, -3.14)  -0.0236
C (-4.00, -3.79, -4.19)  0.0282
C (-2.55, -3.87, -4.68)  -0.0089
C (-1.36, -3.04, -4.24)  -0.0685
N (-1.62, -2.07, -3.32)  0.0507
C (-4.07, -0.86, -0.52)  -0.3744
C (-5.58, -0.52, -1.03)  -0.1598
C (-6.77, -1.22, -0.24)  -0.3761
C (-8.13, -0.65, -0.97)  -0.0903
C (-6.96, -0.70, 1.29)  -0.0777
P (-4.12, -2.78, -0.08)  0.8534
O (-4.53, -3.01, 1.41)  -0.4448
N (-3.73, -0.46, 0.84)  -0.0052
C (-3.08, 0.90, 1.09)  -0.2506
C (-4.23, 1.95, 0.67)  -0.0944
C (-4.41, 3.40, 1.15)  -0.6429
O (-3.70, 4.42, 1.07)  -0.0057
Cl (-6.06, 3.85, 1.90)  0.6297
C (-3.04, 0.86, 2.70)  -0.1828
F (-4.39, 0.38, 3.03)  0.0329
F (-2.31, -0.20, 3.30)  0.0582
C (-2.92, 2.09, 3.66)  -0.3136
F (-2.25, 3.25, 3.32)  0.1154
F (-4.20, 2.53, 4.13)  0.0554
F (-2.32, 1.65, 4.89)  0.0796
H (1.46, -0.73, 3.49)  0.0787
H (0.99, -2.49, 3.44)  0.0995
H (-0.24, -1.34, 4.15)  0.0567
H (-1.04, -1.91, 1.73)  0.0725
H (0.77, -1.90, 1.21)  0.0730
H (-0.26, 1.20, 3.60)  0.0436
H (0.04, 2.67, 2.41)  0.0432
H (1.34, 1.49, 2.81)  0.0716
H (-1.39, 3.46, 0.97)  0.0431
H (0.03, 2.81, -0.63)  0.0227
H (-1.46, -1.07, -0.47)  0.1398
H (-0.63, 0.15, -2.92)  0.1598
H (0.23, 0.94, -1.60)  0.0620
H (-4.24, 1.26, -2.47)  0.1146
H (-2.46, 1.42, -2.83)  0.1211
H (-4.56, -0.12, -4.56)  0.1389
H (-5.13, -2.52, -2.70)  0.0645
H (-4.86, -4.45, -4.51)  0.1152
H (-2.35, -4.67, -5.49)  0.1131
H (-0.33, -3.20, -4.71)  0.1389
H (-5.83, 0.61, -0.95)  0.1177
H (-5.68, -0.63, -2.17)  0.1110
H (-6.88, -2.35, -0.35)  0.1155
H (-8.33, 0.44, -0.72)  0.0906
H (-8.03, -0.86, -2.09)  0.0799
H (-8.96, -1.35, -0.60)  0.0968
H (-7.98, -1.14, 1.62)  0.1031
H (-6.19, -1.14, 2.01)  0.0471
H (-7.08, 0.43, 1.36)  0.0823
H (-2.80, -3.30, -0.29)  0.0436
H (-5.12, -3.48, -0.81)  0.0366
H (-2.91, -1.07, 1.12)  0.0778
H (-5.22, 1.40, 0.91)  0.1015
H (-4.23, 1.97, -0.48)  0.1244
C (2.65, -5.94, -1.69)  -0.0599
C (2.95, -4.97, -2.78)  -0.3241
O (1.93, -5.23, -3.73)  0.1367
C (0.87, -5.69, -3.01)  -0.5309
O (-0.25, -5.76, -3.43)  0.1513
O (1.23, -6.05, -1.75)  0.0790
F (4.15, -5.22, -3.35)  0.0850
H (3.10, -6.92, -1.87)  0.1519
H (2.98, -5.59, -0.71)  0.1454
H (2.90, -3.92, -2.47)  0.1542
C (-6.75, 1.89, 5.29)  -0.1012
C (-7.19, 2.34, 6.64)  -0.3169
O (-8.59, 2.15, 6.61)  0.1482
C (-8.80, 1.12, 5.74)  -0.5277
O (-9.82, 0.51, 5.66)  0.1754
O (-7.69, 0.87, 4.99)  0.0485
F (-6.93, 3.66, 6.82)  0.0796
H (-6.82, 2.68, 4.53)  0.1127
H (-5.74, 1.49, 5.29)  0.1079
H (-6.76, 1.76, 7.47)  0.1743
C (-5.54, -2.49, 4.94)  -0.0692
C (-5.57, -1.91, 6.32)  -0.3008
O (-6.54, -2.69, 6.98)  0.1465
C (-6.50, -3.91, 6.37)  -0.5271
O (-6.99, -4.90, 6.83)  0.1790
O (-5.83, -3.86, 5.19)  0.0822
F (-5.99, -0.62, 6.29)  0.0695
H (-6.30, -2.07, 4.28)  0.1391
H (-4.56, -2.39, 4.46)  0.1344
H (-4.61, -1.97, 6.85)  0.1776
C (2.65, 3.93, -4.96)  -0.0446
C (2.08, 2.59, -5.30)  -0.3101
O (1.90, 1.99, -4.03)  0.1118
C (1.68, 3.03, -3.17)  -0.5035
O (1.22, 2.90, -2.07)  0.0757
O (2.03, 4.22, -3.71)  0.0987
F (2.96, 1.85, -6.00)  0.0931
H (3.74, 3.91, -4.84)  0.1432
H (2.40, 4.69, -5.71)  0.1533
H (1.12, 2.63, -5.83)  0.1815
C (1.82, -2.15, 8.35)  -0.0584
C (2.15, -1.18, 7.26)  -0.3171
O (1.16, -1.43, 6.29)  0.1031
C (0.07, -1.88, 6.99)  -0.5292
O (-1.03, -1.94, 6.54)  0.1594
O (0.41, -2.25, 8.26)  0.0880
F (3.36, -1.44, 6.72)  0.0811
H (2.26, -3.14, 8.17)  0.1517
H (2.13, -1.80, 9.33)  0.1481
H (2.11, -0.13, 7.57)  0.1788
C (6.18, 4.24, -1.83)  -0.0631
C (6.26, 5.68, -1.43)  -0.3196
O (6.87, 6.29, -2.55)  0.1478
C (6.50, 5.53, -3.62)  -0.5333
O (6.60, 5.89, -4.76)  0.1718
O (6.00, 4.33, -3.24)  0.0568
F (7.07, 5.84, -0.36)  0.0854
H (7.09, 3.69, -1.61)  0.1210
H (5.33, 3.73, -1.36)  0.1441
H (5.30, 6.15, -1.24)  0.1757
C (9.88, 2.19, -3.34)  -0.0580
C (10.53, 0.92, -2.91)  -0.3168
O (10.22, 0.85, -1.53)  0.1487
C (9.04, 1.50, -1.39)  -0.5323
O (8.33, 1.42, -0.42)  0.1629
O (8.74, 2.26, -2.48)  0.0496
F (11.87, 0.98, -3.05)  0.0845
H (10.51, 3.07, -3.17)  0.1560
H (9.58, 2.18, -4.39)  0.1436
H (10.14, 0.03, -3.42)  0.1809
C (14.91, 0.22, -5.45)  -0.0635
C (14.20, -0.55, -6.52)  -0.3221
O (12.86, -0.13, -6.38)  0.1395
C (12.93, 1.14, -5.90)  -0.5400
O (12.01, 1.91, -5.91)  0.1558
O (14.16, 1.43, -5.40)  0.0791
F (14.26, -1.88, -6.28)  0.0800
H (14.87, -0.27, -4.47)  0.1493
H (15.95, 0.42, -5.70)  0.1455
H (14.56, -0.34, -7.53)  0.1781

charge	+1
HOMO	-12.0	eV
LUMO energy	-3.0	eV
energy above the lowest of the compared OMol25 structures with the same formula, charge and spin	8.495	eV